1.
Density functional theory data (ωB97M-V with the def2-TZVPD basis set) for an isolated molecule of C4H4OS in a non-equilibrium geometry.

Last column: Löwdin charge in e.
Geometry (Å):
C -1.2435 -1.8558 -0.0678  0.126
C -0.1897 -1.2236 -0.0243  -0.186
C 0.8986 -0.3746 0.1946  -0.782
S 2.4751 -0.6414 -0.2374  0.768
C 0.6132 1.0107 0.2732  -0.365
O -0.5648 1.3203 -0.5165  -0.160
H -2.3002 -2.3055 -0.5195  0.128
H 0.5646 1.2796 1.2853  0.108
H 1.2371 1.6250 -0.5273  0.158
H -1.4904 1.1653 0.1398  0.204

Results
Charge: 0
Energy above the lowest of the compared OMol25 structures with the same formula, charge and spin (kcal per mole): 113.3
Highest occupied orbital energy (eV): -8.93



2.
Density functional theory data (ωB97M-V with the def2-TZVPD basis set) for an isolated molecule of C4H4OS in a non-equilibrium geometry.

Last column: Löwdin charge in e.
Geometry (Å):
O 2.1281 0.2456 0.2798  0.134
C 0.9962 0.0804 0.0532  -0.523
C 0.2639 -1.2351 0.0246  0.046
C -1.1797 -0.0132 -0.1244  -0.675
S -2.7607 -0.1782 0.0618  0.704
C -0.1078 1.0876 -0.1048  -0.129
H 0.2980 -1.8031 -0.8432  0.070
H 0.3143 -1.6488 1.0129  0.098
H -0.1963 1.8088 0.6835  0.113
H 0.2440 1.6562 -1.0434  0.163

Results
Charge: 0
Energy above the lowest of the compared OMol25 structures with the same formula, charge and spin (kcal per mole): 58.6
Highest occupied orbital energy (eV): -8.67



3.
Density functional theory data (ωB97M-V with the def2-TZVPD basis set) for a structure of composition C4H4OS2 in a non-equilibrium geometry.

Last column: Löwdin charge in e.
Geometry (Å):
C 1.6718 0.2416 -0.1767  -1.275
C 0.2328 -0.3109 -0.0663  -0.448
C -0.8455 0.7108 0.2962  -0.202
C -2.0830 0.3001 -0.0237  -0.033
H 1.8872 -1.9940 -0.2612  -0.002
H -0.6668 1.7046 1.0748  0.178
H -2.2630 -0.8539 -1.0378  0.235
H -2.9689 0.9786 0.4760  0.100
O 0.0046 -1.5410 -0.2637  -0.036
S 2.8457 -0.9317 0.1837  0.754
S 2.1852 1.6957 -0.2013  0.729

Results
Charge: 0
Energy above the lowest of the compared OMol25 structures with the same formula, charge and spin (kcal per mole): 102.3
Highest occupied orbital energy (eV): -8.90



4.
Density functional theory data (ωB97M-V with the def2-TZVPD basis set) for an isolated molecule of C4H4OSe in a non-equilibrium geometry.

Last column: Löwdin charge in e.
Geometry (Å):
Se -2.8029 0.1733 0.0743  0.835
C -0.8512 -0.0181 0.1952  -0.545
C 0.3584 -0.9411 -0.3043  -0.020
C 1.4849 -0.1162 -0.1511  -0.113
C 1.0242 1.1370 0.1576  -0.163
O -0.2850 1.2004 0.4189  -0.107
H -3.2440 -1.1901 0.2268  -0.188
H 0.3363 -2.0256 -0.5000  0.090
H 2.4325 -0.3161 -0.4740  0.074
H 1.5468 2.0965 0.3565  0.136

Results
Charge: 0
Energy above the lowest of the compared OMol25 structures with the same formula, charge and spin (kcal per mole): 28.9
Highest occupied orbital energy (eV): -7.82



5.
Density functional theory data (ωB97M-V with the def2-TZVPD basis set) for a structure of composition C4H4OTl in a non-equilibrium geometry.

Last column: Löwdin charge in e.
Geometry (Å):
O 1.7081 1.0846 -0.2535  -0.285
C 1.4366 0.1884 -1.2332  -0.171
C 0.6627 -0.9170 -1.1100  -0.026
H 2.4473 1.6618 -0.4827  0.103
H 1.1341 -1.9021 -1.1304  0.065
H -0.3754 -0.8810 -1.4621  0.057
C -2.2918 -0.5278 1.7154  -0.160
C -1.2907 -0.1874 1.0852  -0.368
H -3.2402 -0.6128 2.2203  -0.017
Tl -0.1906 2.0934 0.6508  0.802

Results
Expectation value of S²: 0.76
Charge: 0
Multiplicity: 2
Energy above the lowest of the compared OMol25 structures with the same formula, charge and spin (kcal per mole): 95.1
Highest occupied orbital energy (spin up / spin down) (eV): -7.22 / -8.71



6.
Density functional theory data (ωB97M-V with the def2-TZVPD basis set) for a structure of composition C4H4OTm in a non-equilibrium geometry.

Last column: Löwdin charge in e.
Geometry (Å):
C 2.0384 1.6899 -1.9952  0.036
C 2.1920 0.9371 -1.0524  -0.025
H 2.6759 0.3684 -0.2749  0.025
H 1.6964 2.3038 -2.8113  0.039
C -0.7048 -0.1778 0.1941  0.345
C -0.7690 -1.0193 1.2244  -0.195
O -1.8730 -1.4747 1.8120  -0.248
Tm -4.0059 -1.5881 1.6767  1.766
H -1.4177 0.3033 -0.4764  0.099
H 0.1677 -1.3426 1.7029  0.159

Results
Expectation value of S²: 3.77
Charge: +2
Multiplicity: 4
Highest occupied orbital energy (spin up / spin down) (eV): -15.71 / -15.66



7.
Density functional theory data (ωB97M-V with the def2-TZVPD basis set) for an isolated molecule of C4H4P4 in a non-equilibrium geometry.

Last column: Löwdin charge in e.
Geometry (Å):
C -0.2439 1.5290 0.2822  -0.528
P 1.4127 1.1673 -0.0890  0.761
P 1.8183 -1.2222 0.2184  0.693
C 0.4273 -1.5408 1.0794  -0.710
P -1.4627 -1.0932 0.5251  0.730
P -0.9567 -0.4624 -1.5159  0.718
C 0.8955 -0.2809 -1.1801  -0.979
C -1.3029 0.7004 -0.1363  -0.851
H -0.3499 2.4582 0.9522  0.071
H 0.4901 -2.0538 2.0972  -0.008
H 1.4922 -0.4360 -2.2230  0.055
H -2.2200 1.2345 -0.0103  0.048

Results
Charge: 0
Energy above the lowest of the compared OMol25 structures with the same formula, charge and spin (kcal per mole): 14.1
Highest occupied orbital energy (eV): -7.99



8.
Density functional theory data (ωB97M-V with the def2-TZVPD basis set) for an isolated molecule of C4H4S in a non-equilibrium geometry.

Last column: Löwdin charge in e.
Geometry (Å):
C -1.7369 0.1665 0.3883  -0.106
C -0.4175 -0.1900 0.1120  -0.072
C 0.7745 -0.2139 -0.2218  -0.160
C 2.0854 -0.1759 -0.5353  -0.754
S 3.2786 -0.0937 0.5386  0.696
H -2.3459 0.7000 -0.3909  0.109
H -1.7027 0.9500 1.1046  0.076
H -2.0553 -0.8624 0.6862  0.112
H 2.1199 -0.2806 -1.6816  0.100

Results
Charge: 0
Energy above the lowest of the compared OMol25 structures with the same formula, charge and spin (kcal per mole): 70.2
Highest occupied orbital energy (spin up / spin down) (eV): -8.76 / -8.76



9.
Density functional theory data (ωB97M-V with the def2-TZVPD basis set) for a cluster of 2 separate species, C4H4S in total in a non-equilibrium geometry.

Last column: Löwdin charge in e.
Geometry (Å):
C -0.4873 -1.6250 1.3494  -0.059
C -1.6710 -0.9599 1.4724  -0.740
S -3.0560 -0.2853 1.2144  0.736
H -0.4967 -2.2620 0.5364  0.033
H 0.2712 -1.4198 2.0289  0.030
C 1.6326 1.8015 -2.2051  0.005
C 1.0881 1.4961 -1.1417  0.007
H 2.4552 2.1048 -2.7208  -0.023
H 0.2639 1.1495 -0.5340  0.011

Results
Charge: 0
Energy above the lowest of the compared OMol25 structures with the same formula, charge and spin (kcal per mole): 95.7
Highest occupied orbital energy (eV): -8.74



10.
Density functional theory data (ωB97M-V with the def2-TZVPD basis set) for an isolated molecule of C4H4S in a non-equilibrium geometry.

Last column: Löwdin charge in e.
Geometry (Å):
S -1.0392 2.4883 -1.1549  0.646
C 0.2314 1.5107 -0.9272  -0.655
C 0.1933 0.1976 -0.1634  -0.295
C -0.7855 -1.1607 0.0162  0.088
C -0.8527 -0.1843 0.8556  -0.083
H 1.2217 1.7802 -1.2719  0.038
H 1.2133 -0.0692 0.1074  0.087
H -1.0121 -2.0419 -0.5194  0.077
H -1.2884 0.2221 1.7386  0.097

Results
Charge: 0
Energy above the lowest of the compared OMol25 structures with the same formula, charge and spin (kcal per mole): 82.1
Highest occupied orbital energy (eV): -8.58



11.
Density functional theory data (ωB97M-V with the def2-TZVPD basis set) for a cluster of 2 separate species, C4H4S3 in total in a non-equilibrium geometry.

Last column: Löwdin charge in e.
Geometry (Å):
C -1.1180 -1.1101 0.4820  -0.501
C -1.4940 0.2078 0.5446  -0.506
C 1.8951 0.7945 0.1553  -0.750
C 0.3496 0.1531 -1.1956  -0.786
S 3.0235 -0.2085 0.4833  0.594
S -0.0232 -1.5197 -0.7608  0.889
S -0.9361 1.2889 -0.6881  0.883
H -1.2694 -1.8953 1.2073  0.068
H -2.2290 0.6108 1.3213  0.100
H 1.1697 1.4120 0.6913  -0.029
H 0.6318 0.2665 -2.2405  0.038

Results
Expectation value of S²: 2.01
Charge: 0
Multiplicity: 3
Energy above the lowest of the compared OMol25 structures with the same formula, charge and spin (kcal per mole): 0.0
Highest occupied orbital energy (spin up / spin down) (eV): -6.31 / -8.69



12.
Density functional theory data (ωB97M-V with the def2-TZVPD basis set) for a structure of composition C4H5AlO6 in a non-equilibrium geometry.

Last column: Löwdin charge in e.
Geometry (Å):
O -3.2418 -0.3183 -0.4524  0.128
C -2.5043 -0.7266 0.4840  -0.618
O -2.9930 -1.2194 1.5354  0.165
O -1.1798 -0.6923 0.3835  0.101
Al -4.3704 -0.8905 0.5753  0.858
C -0.6213 -0.1766 -0.9186  -0.031
C 0.8019 -0.3382 -0.4894  -0.143
H -0.9017 -0.9171 -1.6761  0.156
H -0.8993 0.8727 -1.0751  0.161
H 1.1181 -1.3314 -0.1555  0.160
O 1.2350 0.7255 0.3542  0.060
C 2.5437 0.8744 0.4915  -0.629
O 3.3936 0.2153 -0.0565  0.139
O 2.7670 1.9419 1.2462  0.171
H 3.7187 2.0824 1.3318  0.146
H 1.1336 -0.1020 -1.5783  0.176

Results
Expectation value of S²: 0.75
Charge: +1
Multiplicity: 2
Energy above the lowest of the compared OMol25 structures with the same formula, charge and spin (kcal per mole): 30.9
Highest occupied orbital energy (spin up / spin down) (eV): -13.66 / -13.66